(1)
Density functional theory data (wB97M-V/def2-TZVPD) for a 2-piece molecular cluster, C4H2F2O overall.

For the LUMO energy (alpha / beta), the calculation gives -4.3 / -4.0 eV. The HOMO-LUMO gap (alpha / beta) comes out at 5.86 / 7.58 eV.

```
9
Properties=species:S:1:pos:R:3:nbo_charge:R:1
F 1.25 0.67 -2.10 -0.661
F -1.88 -0.14 0.94 -0.251
O -0.66 -0.82 -1.33 -0.544
C -0.58 0.10 0.81 0.444
C 0.17 0.44 1.91 -0.421
C 0.67 1.23 2.72 0.225
C 0.05 -0.27 -0.40 0.369
H -0.15 -0.96 -2.14 0.556
H 1.13 -0.24 -0.40 0.283
```

(2)
Density functional theory data (wB97M-V/def2-TZVPD) for the molecule C4H2F2O.

For the LUMO energy, the calculation gives 0.6 eV. The HOMO-LUMO gap comes out at 9.13 eV.

```
9
Properties=species:S:1:pos:R:3:nbo_charge:R:1
F -1.29 -2.06 -0.27 -0.323
F -1.70 -0.03 0.19 -0.284
O -0.65 2.38 -0.55 -0.443
C -0.74 -0.86 -0.09 0.713
C 0.57 -0.74 -0.10 -0.375
C 0.98 0.62 0.18 -0.555
C 0.01 1.50 -0.12 0.723
H 1.09 -1.81 -0.09 0.274
H 1.74 1.00 0.84 0.270
```

(3)
Density functional theory data (wB97M-V/def2-TZVPD) for a 2-piece molecular cluster, C4H2F3N3O2 overall.

For the LUMO energy (alpha / beta), the calculation gives -1.7 / -1.7 eV. The HOMO-LUMO gap (alpha / beta) comes out at 6.76 / 6.75 eV.

```
14
Properties=species:S:1:pos:R:3:nbo_charge:R:1
F 4.18 0.66 4.14 -0.295
F 2.76 1.97 3.20 -0.304
F 4.28 0.95 2.04 -0.289
O -0.05 0.20 0.93 -0.333
O 2.38 -1.30 3.47 -0.386
N 2.04 0.81 0.50 -0.185
N 1.21 0.49 1.38 0.025
N -1.00 0.88 -1.17 -0.710
C 2.22 -0.28 2.92 0.675
C 3.41 0.82 3.06 0.903
C -0.04 0.66 -0.41 0.462
C 1.38 0.95 -0.67 -0.165
H -1.93 0.56 -0.96 0.367
H 1.77 1.18 -1.64 0.234
```

(4)
Density functional theory data (wB97M-V/def2-TZVPD) for the molecule C4H2FN.

For the LUMO energy, the calculation gives 0.0 eV. The HOMO-LUMO gap comes out at 10.86 eV.

```
8
Properties=species:S:1:pos:R:3:nbo_charge:R:1
F 1.21 -2.30 -0.38 -0.338
N -1.90 2.31 1.44 -0.236
C 0.32 -0.08 -0.45 0.095
C -0.42 0.68 0.16 -0.128
C -1.17 1.60 0.86 0.215
C 1.17 -1.11 -1.11 -0.022
H 0.76 -1.28 -2.15 0.208
H 2.20 -0.76 -1.18 0.207
```

Short version: electronic energy = -428.298144, -428.497153, -767.779390, -308.149943 a.u., in the order given.
Short version: energy relative to the best compared isomer or geometry (same formula, charge and spin) = 6.958, 1.543, 1.477, 0.000 eV, in the order given.